(1)
ORCA calculation (the ωB97M-V functional and the def2-TZVPD basis) on an isolated molecule of C8H6N2S at a distorted geometry.

Positions of all 17 atoms, in Å:
C (0.245, -2.885, 0.944)
C (-0.933, -2.725, 1.519)
C (-0.180, -0.671, 0.362)
C (0.669, -1.769, 0.270)
C (0.049, 0.620, -0.233)
C (-1.008, 1.494, -0.427)
C (-0.688, 2.736, -1.027)
C (1.481, 2.132, -1.090)
H (0.918, -3.878, 0.975)
H (-1.536, -3.453, 2.264)
H (1.513, -1.724, -0.280)
H (-1.903, 1.466, -0.228)
H (-1.419, 3.545, -1.238)
H (2.446, 2.277, -1.095)
N (0.573, 3.032, -1.351)
N (1.293, 0.934, -0.626)
S (-1.520, -1.133, 1.260)

Calculated values
HOMO in eV: -8.82
HOMO-LUMO gap in eV: 8.8
Energy relative to the best compared isomer or geometry (same formula, charge and spin) in kcal per mole: 48.40
F_max in eV Å⁻¹: 9.89
Structure (SMILES): c1csc(-c2ccncn2)c1

Here are the Mulliken charges for atoms 1 to 2, given in e: C -0.29; C -0.25

=====

(2)
ORCA calculation (the ωB97M-V functional and the def2-TZVPD basis) on an isolated molecule of C3H3BrN2O at a distorted geometry.

Positions of all 10 atoms, in Å:
C (0.308, 1.025, -0.330)
C (0.293, -0.130, -0.945)
C (-0.071, -1.157, 1.004)
N (0.023, -0.173, 1.768)
N (0.246, 0.992, 1.160)
O (0.286, -0.788, -2.117)
Br (-0.370, -2.919, 1.434)
H (0.032, 2.056, -0.702)
H (-0.205, 1.868, 1.428)
H (-0.542, -0.775, -2.700)

Calculated values
HOMO in eV: -8.56
HOMO-LUMO gap in eV: 8.8
Energy relative to the best compared isomer or geometry (same formula, charge and spin) in kcal per mole: 114.89
F_max in eV Å⁻¹: 4.03

Here are the Mulliken charges for atoms 1 to 2, given in e: C -0.21; C 0.19

=====

(3)
ORCA calculation (the ωB97M-V functional and the def2-TZVPD basis) on a cluster of 10 separate species, C7H34NO9 in total at a distorted geometry.

Positions of all 51 atoms, in Å:
C (3.291, -0.677, 0.686)
C (1.806, -0.818, 0.328)
C (1.041, 0.463, 0.543)
C (-0.449, 0.333, 0.053)
C (-3.323, -0.231, 2.587)
C (-2.109, -0.468, 1.740)
C (-1.452, 0.524, 1.154)
N (1.640, -1.349, -1.048)
H (3.573, -1.060, 1.656)
H (3.642, 0.322, 0.427)
H (3.828, -1.237, -0.084)
H (1.431, -1.615, 0.973)
H (1.197, 0.951, 1.512)
H (1.515, 1.218, -0.112)
H (-0.619, -0.611, -0.453)
H (-0.606, 1.099, -0.713)
H (-3.429, 0.804, 2.888)
H (-4.190, -0.617, 2.044)
H (-3.311, -0.886, 3.466)
H (-1.778, -1.490, 1.598)
H (-1.696, 1.543, 1.422)
H (2.474, -1.838, -1.385)
H (0.867, -2.021, -1.166)
H (1.396, -0.662, -1.780)
H (-0.885, 3.990, 1.933)
H (0.160, 4.257, 2.982)
O (-0.650, 3.748, 2.851)
H (3.457, -2.995, 0.782)
H (2.423, -4.213, 0.422)
O (3.159, -3.654, 0.149)
H (0.190, 2.244, 3.431)
H (1.352, 1.565, 4.230)
O (0.793, 1.472, 3.454)
H (1.637, 3.081, -2.820)
H (2.383, 3.907, -1.725)
O (2.325, 3.045, -2.148)
H (-2.672, -1.977, -1.536)
H (-2.850, -3.551, -1.542)
O (-2.332, -2.818, -1.880)
H (0.215, -0.236, -4.204)
H (-0.624, 0.138, -2.914)
O (0.254, 0.089, -3.302)
H (0.495, -3.672, -2.843)
H (-0.637, -2.594, -3.131)
O (0.279, -2.731, -2.841)
H (-0.169, 3.830, -0.765)
H (0.418, 3.048, 0.402)
O (-0.188, 3.771, 0.196)
H (-4.802, -0.887, -2.421)
H (-4.282, 0.185, -1.395)
O (-4.187, -0.720, -1.702)

Calculated values
HOMO in eV: -11.60
Total charge: +1
HOMO-LUMO gap in eV: 9.1
Energy relative to the best compared isomer or geometry (same formula, charge and spin) in kcal per mole: 52.25
F_max in eV Å⁻¹: 2.17

Here are the Mulliken charges for atoms 1 to 2, given in e: C -1.80; C 0.28

=====

(4)
ORCA calculation (the ωB97M-V functional and the def2-TZVPD basis) on a structure of composition C28H28AsF9N4O3S4Sc at a distorted geometry.

Positions of all 78 atoms, in Å:
Sc (0.305, 0.621, -0.309)
C (4.539, -5.456, -1.384)
C (3.907, -4.106, -1.197)
C (4.630, -2.992, -0.912)
C (3.991, -1.717, -0.822)
C (4.596, -0.472, -0.630)
N (5.707, -0.188, 0.027)
C (6.323, -1.002, 1.075)
C (5.281, -1.552, 2.038)
C (4.597, -0.463, 2.870)
N (3.143, -0.536, 2.831)
C (2.419, -0.507, 3.922)
C (1.033, -0.413, 3.999)
C (0.434, -0.388, 5.290)
C (-0.909, -0.270, 5.451)
C (-1.573, -0.215, 6.797)
C (-1.687, -0.195, 4.262)
C (-1.173, -0.207, 2.998)
C (-2.111, -0.220, 1.871)
N (-1.807, -0.238, 0.643)
C (-2.925, -0.396, -0.290)
C (-2.823, -1.730, -1.012)
C (-1.697, -1.788, -2.030)
N (-0.362, -1.681, -1.443)
C (0.389, -2.691, -1.618)
C (1.825, -2.776, -1.292)
C (2.490, -3.954, -1.402)
C (2.574, -1.599, -0.926)
O (2.055, -0.518, -0.654)
C (0.252, -0.295, 2.811)
O (0.807, -0.283, 1.678)
H (5.539, -5.485, -0.953)
H (4.625, -5.714, -2.442)
H (3.945, -6.239, -0.909)
H (5.708, -3.064, -0.824)
H (4.064, 0.394, -1.018)
H (5.931, 0.794, 0.061)
H (7.012, -0.335, 1.595)
H (6.923, -1.807, 0.655)
H (5.767, -2.293, 2.676)
H (4.517, -2.092, 1.484)
H (4.884, 0.541, 2.523)
H (4.892, -0.540, 3.915)
H (2.622, -0.423, 1.952)
H (2.977, -0.544, 4.856)
H (1.081, -0.460, 6.159)
H (-0.859, -0.431, 7.593)
H (-2.387, -0.939, 6.870)
H (-1.999, 0.772, 6.991)
H (-2.768, -0.127, 4.360)
H (-3.166, -0.243, 2.167)
H (-2.893, 0.414, -1.022)
H (-3.874, -0.334, 0.255)
H (-3.753, -1.871, -1.568)
H (-2.738, -2.553, -0.291)
H (-1.808, -0.926, -2.708)
H (-1.774, -2.713, -2.614)
H (-0.007, -3.586, -2.116)
H (1.915, -4.834, -1.679)
S (-2.541, 1.257, -3.545)
As (-1.049, 2.504, -2.606)
S (-1.457, 2.554, -0.432)
S (0.896, 1.399, -2.637)
S (-0.898, 4.430, -3.453)
F (4.538, 3.501, 1.476)
C (3.655, 2.829, 0.715)
F (3.871, 3.145, -0.557)
F (4.001, 1.492, 0.841)
C (2.150, 3.061, 1.119)
O (1.388, 2.115, 0.621)
C (1.718, 4.486, 0.594)
F (0.707, 4.973, 1.332)
F (1.359, 4.436, -0.666)
F (2.737, 5.385, 0.704)
C (2.070, 3.081, 2.684)
F (0.816, 2.925, 3.109)
F (2.564, 4.193, 3.256)
F (2.788, 2.044, 3.203)

Calculated values
HOMO in eV: -2.99
Total charge: -1
HOMO-LUMO gap in eV: 3.8
Energy relative to the best compared isomer or geometry (same formula, charge and spin) in kcal per mole: 10.99
F_max in eV Å⁻¹: 1.60

Here are the Mulliken charges for atoms 1 to 2, given in e: Sc 0.26; C -1.78

=====

(5)
ORCA calculation (the ωB97M-V functional and the def2-TZVPD basis) on a cluster of 2 separate species, CHN3O3 in total at a distorted geometry.

Positions of all 8 atoms, in Å:
C (1.865, -1.169, -0.015)
N (2.906, -1.379, -0.415)
N (-0.611, 0.032, 0.960)
N (-0.279, 0.967, -0.028)
O (0.628, 1.704, 0.219)
O (-0.971, 0.934, -1.032)
O (-1.623, -0.690, 0.619)
H (-1.915, -0.398, -0.308)

Calculated values
HOMO (spin up / spin down) in eV: -12.56 / -11.15
HOMO-LUMO gap (spin up / spin down) in eV: 9.8 / 6.8
Energy relative to the best compared isomer or geometry (same formula, charge and spin) in kcal per mole: 133.62
F_max in eV Å⁻¹: 3.13

Here are the Mulliken charges for atoms 1 to 2, given in e: C 0.18; N -0.21

=====

(6)
ORCA calculation (the ωB97M-V functional and the def2-TZVPD basis) on a structure of composition C3H3BrF2 at a distorted geometry.

Positions of all 9 atoms, in Å:
C (1.539, 0.027, -0.100)
C (0.458, -0.664, 0.127)
C (-1.191, 0.341, 0.028)
F (-1.266, 1.058, 1.152)
F (-1.151, 1.175, -1.003)
Br (-2.678, -0.881, -0.092)
H (2.511, -0.444, -0.117)
H (1.519, 1.092, -0.262)
H (0.260, -1.705, 0.266)

Calculated values
HOMO (spin up / spin down) in eV: -4.80 / -10.12
⟨S²⟩: 2.006
HOMO-LUMO gap (spin up / spin down) in eV: 5.4 / 5.8
2S+1: 3
Energy relative to the best compared isomer or geometry (same formula, charge and spin) in kcal per mole: 67.58
F_max in eV Å⁻¹: 3.36

Here are the Mulliken charges for atoms 1 to 2, given in e: C -0.77; C -0.23